35
Properties=species:S:1:pos:R:3:forces:R:3:nbo_charge:R:1 method="wB97M-V/def2-TZVPD" total_charge=+4 s_squared=12.0467 gap_ev="7.4 / 4.3" e_tot_ev=-123301.5638 spin_multiplicity=7 de_lowest_kj_mol=0.0 mol_weight_g_mol=548.96 lumo_ev="-16.0863 / -19.1049"
Tm -2.00384 -0.76486 -1.25715 -0.6 -2.1 -0.4 1.580
Co 2.03142 -0.43240 1.69032 3.4 -2.5 2.1 1.204
Cl -1.75543 -3.15137 -1.70699 -0.1 1.7 0.2 -0.369
Cl -3.85594 0.90717 -2.27069 -0.5 0.2 -0.3 0.259
C 1.77713 0.87392 0.54980 -1.9 8.5 -6.3 0.361
C -1.30659 -0.17408 -3.62541 1.0 1.2 -5.0 0.450
C 0.37152 -0.62298 -1.77595 5.1 -0.6 -1.0 0.453
O 1.35561 1.75691 -0.09515 2.2 -4.7 3.4 -0.261
O -0.94889 0.07814 -4.68713 -1.4 -1.1 4.2 -0.230
O 1.48091 -0.69367 -2.07143 -4.1 0.2 1.0 -0.309
C -1.00150 -4.48248 2.58537 0.2 0.0 0.1 -0.645
C -0.79872 -3.28258 1.68734 -0.3 -1.7 -0.7 -0.082
O -0.66144 -2.11581 2.53143 2.1 3.4 -0.8 -0.737
P -0.01917 -0.70240 2.02986 -9.2 -2.8 2.8 1.664
O -0.62592 0.24634 3.21921 2.1 -0.4 -2.1 -0.650
C -0.14627 0.06312 4.57892 0.4 -0.7 1.6 -0.101
C -1.23972 0.47560 5.54228 -0.5 0.4 -0.2 -0.639
O -1.22828 -0.27782 0.82088 1.8 0.6 0.6 -0.927
C -1.92830 1.12207 0.88011 0.0 0.2 0.7 -0.070
C -3.08796 1.04868 1.84051 0.1 -0.1 -0.2 -0.661
H -0.10750 -4.69128 3.18274 -0.2 0.0 -0.1 0.247
H -1.21282 -5.35283 1.96076 0.0 0.0 0.0 0.279
H -1.85102 -4.34263 3.26117 0.1 0.1 -0.2 0.257
H 0.08261 -3.40295 1.03737 0.0 0.1 0.2 0.185
H -1.67407 -3.14488 1.03815 0.2 0.2 0.3 0.199
H 0.13145 -0.98835 4.74613 -0.1 0.1 -0.3 0.227
H 0.76207 0.66461 4.72193 -0.2 0.3 -0.1 0.248
H -2.12543 -0.16059 5.43564 0.2 0.0 -0.1 0.253
H -0.86998 0.35390 6.56326 0.2 0.0 -0.1 0.306
H -1.52898 1.52368 5.40720 0.1 -0.1 0.1 0.257
H -1.14773 1.83890 1.14676 -0.2 0.0 0.0 0.247
H -2.28535 1.39590 -0.14189 0.5 -0.3 0.2 0.195
H -2.72314 0.82621 2.84198 -0.3 0.1 -0.1 0.263
H -3.61043 2.00916 1.85768 0.1 0.0 0.0 0.307
H -3.81108 0.28687 1.53340 0.0 0.0 0.1 0.240

27
Properties=species:S:1:pos:R:3:forces:R:3:nbo_charge:R:1 method="wB97M-V/def2-TZVPD" total_charge=+2 s_squared=3.7531 gap_ev="7.2 / 7.3" e_tot_ev=-167860.6169 spin_multiplicity=4 mol_weight_g_mol=448.40 lumo_ev="-8.3759 / -8.2794"
Er -0.87567 0.41477 0.30103 -0.5 0.8 -0.2 1.846
C -0.81400 -1.55595 1.62570 -2.7 -2.2 0.9 -0.560
C 0.01208 -1.80078 0.50786 -0.8 -2.6 -0.6 -0.503
C -0.94072 -2.10316 -0.60681 10.7 2.5 -4.0 -0.124
C -2.22317 -1.52784 -0.46973 2.9 -3.1 0.7 -0.559
C -2.31567 -1.68613 0.86716 9.1 2.1 2.3 -0.076
H -0.35575 -1.87954 2.72552 -2.1 1.3 -2.7 0.337
H 1.14202 -2.05907 0.66401 -2.3 0.5 -0.9 0.310
H 0.07494 -2.15864 -1.63573 -4.1 0.0 2.1 0.243
H -2.87580 -2.01956 -1.07104 -2.9 0.0 -2.2 0.300
H -3.12259 -1.65254 1.31608 -7.7 0.3 4.9 0.196
C 0.11598 3.15006 3.01589 3.9 10.5 -12.1 -0.649
Se 0.99394 2.11760 1.63645 -0.8 -1.0 1.8 0.343
C 1.29388 3.38120 0.28058 0.6 -8.0 -4.0 -0.602
C 0.22664 3.47061 -0.75898 3.7 0.9 -4.6 -0.416
Se 0.07554 1.60960 -2.02953 -1.3 3.9 0.6 0.017
C -1.64012 2.74948 -3.06538 -3.2 -10.2 5.2 -0.411
H 0.84215 3.82494 3.24335 2.2 1.1 2.0 0.249
H -0.38781 2.71031 3.55696 -8.0 -8.2 10.4 0.166
H -0.72129 4.11385 2.65875 2.1 -3.2 0.1 0.230
H 2.17801 2.76088 -0.11290 -0.4 2.6 0.0 0.268
H 1.25822 4.28729 0.56504 1.6 6.6 2.9 0.245
H 0.67467 4.51345 -1.58531 -1.8 -3.6 2.3 0.312
H -0.68102 3.69994 -0.33074 -2.4 0.5 0.4 0.181
H -2.43805 3.10534 -2.47121 -0.5 0.1 0.4 0.240
H -1.58920 1.82262 -3.74039 -2.3 0.7 1.2 0.247
H -1.11441 3.15988 -3.65539 7.1 7.7 -6.8 0.170

36
Properties=species:S:1:pos:R:3:forces:R:3:nbo_charge:R:1 method="wB97M-V/def2-TZVPD" total_charge=+1 s_squared=8.7650 gap_ev="9.8 / 6.0" e_tot_ev=-72480.9865 spin_multiplicity=6 mol_weight_g_mol=361.16 lumo_ev="-2.4224 / -6.2170"
Fe -0.05849 0.33388 -0.57385 -0.2 0.2 0.1 1.510
O 1.39487 1.94272 0.04881 -0.1 -0.3 0.1 -0.757
C 2.35828 1.67138 1.07204 0.0 0.0 -0.1 -0.079
C 1.72182 1.46144 2.44052 -0.1 0.1 -0.3 -0.280
N 0.99060 0.21340 2.57636 0.2 0.0 0.3 -0.082
C -0.33355 0.27466 3.10990 -0.4 0.2 -0.2 -0.370
C -1.34464 1.03589 2.14861 0.1 -0.3 0.2 0.793
O -2.11307 1.79945 2.66571 0.0 0.1 -0.1 -0.555
O -1.27677 0.67297 0.91384 0.1 0.0 -0.3 -0.890
C 1.64043 -1.02616 2.42159 0.1 0.0 -0.2 -0.364
C 1.08637 -1.87803 1.15379 0.0 0.2 -0.3 0.813
O 0.84064 -3.03371 1.36687 -0.1 0.0 0.0 -0.561
O 1.03250 -1.20915 0.07206 0.3 -0.1 0.2 -0.853
H 1.07848 2.85100 0.12424 0.0 0.0 -0.1 0.509
H 2.90058 0.78749 0.74501 0.0 0.0 0.0 0.213
H 3.06273 2.49762 1.14832 0.0 0.0 0.0 0.214
H 2.51633 1.48097 3.19216 0.0 -0.1 0.1 0.251
H 1.03265 2.27788 2.65390 0.0 0.0 0.1 0.238
H -0.71718 -0.73170 3.26749 0.0 0.0 0.0 0.248
H -0.34508 0.83293 4.04573 0.1 0.0 0.1 0.260
H 2.70629 -0.88954 2.24588 0.0 0.0 0.0 0.239
H 1.46943 -1.66896 3.28138 -0.1 0.0 0.1 0.267
C -3.40818 -3.03781 -3.05244 0.0 0.1 0.0 -0.671
C -2.77081 -1.76036 -3.44934 0.2 0.0 0.2 0.370
N -2.96036 -1.12149 -4.55014 0.1 0.2 -0.2 -0.221
N -2.15292 -0.01642 -4.45919 -0.1 -0.1 -0.2 -0.351
C -1.46505 0.05821 -3.32667 -0.2 -0.2 0.1 0.253
S -0.38835 1.25222 -2.82025 0.2 0.0 0.3 -0.265
N -1.85041 -1.06943 -2.66668 -0.2 -0.2 0.0 -0.235
N -1.34853 -1.40984 -1.41771 -0.1 0.1 0.1 -0.668
H -4.11081 -3.32727 -3.82830 0.0 0.0 0.0 0.274
H -3.94718 -2.93138 -2.10944 0.0 0.0 0.0 0.243
H -2.66249 -3.82642 -2.93784 0.0 0.0 0.0 0.246
H -2.12840 0.64911 -5.21323 0.0 0.0 0.0 0.444
H -0.85126 -2.29711 -1.45937 0.1 0.1 0.1 0.414
H -2.09964 -1.47027 -0.73504 -0.1 0.0 0.0 0.406

27
Properties=species:S:1:pos:R:3:forces:R:3:nbo_charge:R:1 method="wB97M-V/def2-TZVPD" s_squared=0.7719 gap_ev="7.8 / 7.8" e_tot_ev=-16728.9001 spin_multiplicity=2 de_lowest_kj_mol=38.6 mol_weight_g_mol=351.82 lumo_ev="0.8663 / -0.2980"
Hg 0.00630 -0.41460 -1.26091 0.6 0.1 0.1 0.224
N -2.38140 -1.98780 -0.04741 0.2 -0.2 -0.1 -0.844
C -3.41880 -1.42200 0.80599 -0.3 -0.1 -0.1 -0.212
C -3.98230 -0.11210 0.23729 0.2 0.0 0.4 -0.417
C -3.28520 1.14300 0.77829 -0.4 0.1 -0.2 -0.209
N -2.07660 1.46150 0.02709 0.1 0.0 0.0 -0.851
H -2.79510 -2.39270 -0.88111 0.1 0.0 0.0 0.355
H -1.89810 -2.73690 0.43679 0.0 0.0 -0.1 0.362
H -2.96920 -1.22700 1.78159 -0.1 0.0 0.0 0.184
H -4.24740 -2.13400 0.95599 0.1 0.2 0.1 0.165
H -5.04250 -0.05470 0.48759 0.0 0.0 0.0 0.205
H -3.88940 -0.12900 -0.84961 -0.1 0.0 -0.1 0.206
H -2.99420 0.96820 1.81739 -0.1 0.1 0.0 0.184
H -4.00460 1.97890 0.76319 0.1 -0.1 0.1 0.166
H -1.49060 2.09710 0.55579 0.0 0.1 -0.2 0.364
H -2.31880 1.91040 -0.85121 0.1 0.0 0.1 0.358
C 5.38170 0.48710 -0.27711 0.2 0.0 0.0 -0.234
C 4.48460 0.74360 0.74339 0.0 0.0 0.0 -0.209
C 3.12870 0.50210 0.55589 -0.4 0.0 0.2 -0.328
C 2.69140 0.00540 -0.65321 0.0 0.0 -0.1 0.000
C 3.58060 -0.27030 -1.67111 -0.3 -0.1 -0.3 -0.328
C 4.93450 -0.02780 -1.47981 0.0 0.0 -0.1 -0.198
H 6.43350 0.68580 -0.13461 0.1 0.0 0.0 0.210
H 4.83770 1.12890 1.68989 0.0 0.0 0.1 0.210
H 2.44030 0.70780 1.36509 -0.1 0.0 0.0 0.212
H 3.24150 -0.66950 -2.61911 0.0 0.0 0.0 0.217
H 5.63350 -0.24140 -2.27601 0.1 0.0 -0.1 0.209

Please write out number 2 again, unchanged.
27
Properties=species:S:1:pos:R:3:forces:R:3:nbo_charge:R:1 method="wB97M-V/def2-TZVPD" total_charge=+2 s_squared=3.7531 gap_ev="7.2 / 7.3" e_tot_ev=-167860.6169 spin_multiplicity=4 mol_weight_g_mol=448.40 lumo_ev="-8.3759 / -8.2794"
Er -0.87567 0.41477 0.30103 -0.5 0.8 -0.2 1.846
C -0.81400 -1.55595 1.62570 -2.7 -2.2 0.9 -0.560
C 0.01208 -1.80078 0.50786 -0.8 -2.6 -0.6 -0.503
C -0.94072 -2.10316 -0.60681 10.7 2.5 -4.0 -0.124
C -2.22317 -1.52784 -0.46973 2.9 -3.1 0.7 -0.559
C -2.31567 -1.68613 0.86716 9.1 2.1 2.3 -0.076
H -0.35575 -1.87954 2.72552 -2.1 1.3 -2.7 0.337
H 1.14202 -2.05907 0.66401 -2.3 0.5 -0.9 0.310
H 0.07494 -2.15864 -1.63573 -4.1 0.0 2.1 0.243
H -2.87580 -2.01956 -1.07104 -2.9 0.0 -2.2 0.300
H -3.12259 -1.65254 1.31608 -7.7 0.3 4.9 0.196
C 0.11598 3.15006 3.01589 3.9 10.5 -12.1 -0.649
Se 0.99394 2.11760 1.63645 -0.8 -1.0 1.8 0.343
C 1.29388 3.38120 0.28058 0.6 -8.0 -4.0 -0.602
C 0.22664 3.47061 -0.75898 3.7 0.9 -4.6 -0.416
Se 0.07554 1.60960 -2.02953 -1.3 3.9 0.6 0.017
C -1.64012 2.74948 -3.06538 -3.2 -10.2 5.2 -0.411
H 0.84215 3.82494 3.24335 2.2 1.1 2.0 0.249
H -0.38781 2.71031 3.55696 -8.0 -8.2 10.4 0.166
H -0.72129 4.11385 2.65875 2.1 -3.2 0.1 0.230
H 2.17801 2.76088 -0.11290 -0.4 2.6 0.0 0.268
H 1.25822 4.28729 0.56504 1.6 6.6 2.9 0.245
H 0.67467 4.51345 -1.58531 -1.8 -3.6 2.3 0.312
H -0.68102 3.69994 -0.33074 -2.4 0.5 0.4 0.181
H -2.43805 3.10534 -2.47121 -0.5 0.1 0.4 0.240
H -1.58920 1.82262 -3.74039 -2.3 0.7 1.2 0.247
H -1.11441 3.15988 -3.65539 7.1 7.7 -6.8 0.170

Repeat the second record exactly.
27
Properties=species:S:1:pos:R:3:forces:R:3:nbo_charge:R:1 method="wB97M-V/def2-TZVPD" total_charge=+2 s_squared=3.7531 gap_ev="7.2 / 7.3" e_tot_ev=-167860.6169 spin_multiplicity=4 mol_weight_g_mol=448.40 lumo_ev="-8.3759 / -8.2794"
Er -0.87567 0.41477 0.30103 -0.5 0.8 -0.2 1.846
C -0.81400 -1.55595 1.62570 -2.7 -2.2 0.9 -0.560
C 0.01208 -1.80078 0.50786 -0.8 -2.6 -0.6 -0.503
C -0.94072 -2.10316 -0.60681 10.7 2.5 -4.0 -0.124
C -2.22317 -1.52784 -0.46973 2.9 -3.1 0.7 -0.559
C -2.31567 -1.68613 0.86716 9.1 2.1 2.3 -0.076
H -0.35575 -1.87954 2.72552 -2.1 1.3 -2.7 0.337
H 1.14202 -2.05907 0.66401 -2.3 0.5 -0.9 0.310
H 0.07494 -2.15864 -1.63573 -4.1 0.0 2.1 0.243
H -2.87580 -2.01956 -1.07104 -2.9 0.0 -2.2 0.300
H -3.12259 -1.65254 1.31608 -7.7 0.3 4.9 0.196
C 0.11598 3.15006 3.01589 3.9 10.5 -12.1 -0.649
Se 0.99394 2.11760 1.63645 -0.8 -1.0 1.8 0.343
C 1.29388 3.38120 0.28058 0.6 -8.0 -4.0 -0.602
C 0.22664 3.47061 -0.75898 3.7 0.9 -4.6 -0.416
Se 0.07554 1.60960 -2.02953 -1.3 3.9 0.6 0.017
C -1.64012 2.74948 -3.06538 -3.2 -10.2 5.2 -0.411
H 0.84215 3.82494 3.24335 2.2 1.1 2.0 0.249
H -0.38781 2.71031 3.55696 -8.0 -8.2 10.4 0.166
H -0.72129 4.11385 2.65875 2.1 -3.2 0.1 0.230
H 2.17801 2.76088 -0.11290 -0.4 2.6 0.0 0.268
H 1.25822 4.28729 0.56504 1.6 6.6 2.9 0.245
H 0.67467 4.51345 -1.58531 -1.8 -3.6 2.3 0.312
H -0.68102 3.69994 -0.33074 -2.4 0.5 0.4 0.181
H -2.43805 3.10534 -2.47121 -0.5 0.1 0.4 0.240
H -1.58920 1.82262 -3.74039 -2.3 0.7 1.2 0.247
H -1.11441 3.15988 -3.65539 7.1 7.7 -6.8 0.170